[1]
# C80H66AsFGeP4Pd

A molecular structure, C80H66AsFGeP4Pd (the ωB97M-V functional and the def2-TZVPD basis, the Open Molecules 2025 dataset).

Properties
HOMO energy = -12.0468 eV
2S+1 = 1
net charge = +2
gap between HOMO and LUMO = 5.362 eV

Element x y z (Å)
Pd 0.244 -0.143 -1.067
F -1.437 -0.086 -6.244
Ge -0.749 -0.236 -4.620
C -0.805 -2.170 -4.445
C -0.969 -2.802 -5.688
C -1.243 -4.152 -5.787
C -1.394 -4.903 -4.632
C -1.209 -4.303 -3.404
C -0.874 -2.947 -3.291
P -0.606 -2.413 -1.539
C -2.301 -2.676 -0.920
C -2.780 -3.889 -0.436
C -4.125 -4.034 -0.127
C -5.007 -2.979 -0.311
C -4.538 -1.771 -0.811
C -3.194 -1.623 -1.112
C 0.397 -3.836 -0.976
C 1.388 -4.327 -1.831
C 2.172 -5.405 -1.457
C 1.980 -6.013 -0.222
C 1.003 -5.529 0.637
C 0.212 -4.451 0.259
C -2.254 0.611 -3.693
C -3.431 0.267 -4.373
C -4.656 0.819 -4.042
C -4.725 1.777 -3.047
C -3.583 2.107 -2.341
C -2.355 1.491 -2.608
P -0.944 1.989 -1.550
C -1.735 2.599 -0.027
C -2.820 1.927 0.538
C -3.447 2.421 1.668
C -2.992 3.592 2.262
C -1.885 4.243 1.738
C -1.257 3.748 0.602
C -0.420 3.496 -2.448
C 0.530 3.328 -3.453
C 0.854 4.366 -4.308
C 0.235 5.599 -4.159
C -0.712 5.777 -3.161
C -1.046 4.731 -2.310
C 1.023 0.415 -5.115
C 1.139 0.854 -6.438
C 2.383 1.094 -7.003
C 3.539 0.878 -6.271
C 3.440 0.474 -4.953
C 2.188 0.259 -4.369
P 2.150 -0.003 -2.593
C 3.285 -1.312 -2.096
C 4.079 -2.203 -2.719
C 5.137 -2.847 -1.951
C 5.374 -2.597 -0.644
C 4.455 -1.795 0.178
C 3.376 -1.198 -0.659
C 3.133 1.401 -1.893
C 2.538 2.478 -1.251
C 3.299 3.523 -0.742
C 4.677 3.497 -0.862
C 5.290 2.412 -1.479
C 4.532 1.373 -1.985
H -0.910 -2.214 -6.593
H -1.366 -4.609 -6.760
H -1.644 -5.954 -4.687
H -1.307 -4.914 -2.517
H -2.125 -4.739 -0.305
H -4.486 -4.982 0.248
H -6.056 -3.101 -0.079
H -5.219 -0.945 -0.978
H -2.847 -0.683 -1.522
H 1.541 -3.878 -2.803
H 2.930 -5.778 -2.133
H 2.580 -6.866 0.064
H 0.843 -5.998 1.599
H -0.544 -4.087 0.947
H -3.389 -0.426 -5.201
H -5.543 0.529 -4.590
H -5.662 2.268 -2.817
H -3.658 2.857 -1.570
H -3.198 1.022 0.078
H -4.291 1.893 2.092
H -3.489 3.980 3.141
H -1.506 5.139 2.213
H -0.393 4.268 0.207
H 1.038 2.381 -3.569
H 1.594 4.213 -5.083
H 0.487 6.418 -4.818
H -1.206 6.732 -3.045
H -1.816 4.890 -1.568
H 0.252 0.988 -7.038
H 2.444 1.436 -8.028
H 4.511 1.041 -6.717
H 4.342 0.350 -4.371
H 4.032 -2.368 -3.789
H 5.837 -3.469 -2.494
H 6.280 -2.975 -0.185
H 4.837 -1.742 2.280
H 2.979 -0.281 -0.265
H 1.465 2.504 -1.124
H 2.807 4.355 -0.255
H 5.275 4.310 -0.473
H 6.368 2.376 -1.566
H 5.042 0.532 -2.436
C -0.154 1.310 2.445
C 0.317 1.052 3.874
As 0.035 2.649 5.012
C -1.904 2.526 5.205
C -2.550 3.666 5.678
C -3.929 3.690 5.839
C -4.683 2.572 5.510
C -4.049 1.430 5.039
C -2.669 1.404 4.896
C 0.597 1.775 6.662
C -0.286 1.312 7.630
C 0.199 0.702 8.781
C 1.563 0.545 8.968
C 2.450 1.008 8.005
C 1.969 1.627 6.862
P 0.055 -0.185 1.426
C 1.770 -0.646 1.602
C 2.807 0.376 1.797
C 4.136 0.208 1.738
C 4.914 -1.047 1.438
C 3.041 -2.367 0.260
C 1.982 -1.903 1.119
C -0.988 -1.393 2.277
C -2.367 -1.271 2.131
C -3.224 -2.037 2.908
C -2.708 -2.935 3.830
C -1.332 -3.057 3.987
C -0.474 -2.280 3.225
H 0.382 2.145 1.993
H -1.215 1.559 2.408
H 1.385 0.833 3.917
H -0.198 0.208 4.331
H -1.971 4.551 5.925
H -4.414 4.580 6.218
H -5.758 2.587 5.634
H -4.631 0.549 4.796
H -2.207 0.491 4.537
H -1.355 1.428 7.499
H -0.495 0.353 9.535
H 1.937 0.072 9.866
H 3.517 0.901 8.153
H 2.672 2.012 6.130
H 2.458 1.376 2.030
H 4.734 1.094 1.916
H 5.968 -0.786 1.340
H 2.912 -3.343 -0.182
H 1.143 -2.582 1.155
H -2.777 -0.573 1.417
H -4.294 -1.931 2.787
H -3.374 -3.534 4.436
H -0.927 -3.742 4.720
H 0.595 -2.352 3.382

[2]
# C80H85Cl10CuN4O11

A molecular structure, C80H85Cl10CuN4O11 (the ωB97M-V functional and the def2-TZVPD basis, the Open Molecules 2025 dataset).

Properties
HOMO energy = -6.0020 eV
2S+1 = 1
net charge = 0
gap between HOMO and LUMO = 3.521 eV

Element x y z (Å)
C 2.625 -4.184 0.698
N 1.898 -2.966 0.492
C 0.821 -2.738 1.216
C -0.033 -1.688 0.918
C 0.353 -0.732 0.016
C 1.466 -1.005 -0.737
C 2.313 -2.071 -0.387
C -0.451 0.483 -0.213
C -1.840 0.583 -0.083
C -2.552 1.723 -0.387
N -1.916 2.850 -0.706
C -0.546 2.919 -0.690
C 0.161 1.701 -0.537
C -2.634 4.033 -1.184
H 2.564 -4.639 -0.290
H 2.033 -4.871 1.304
H 3.667 -4.013 0.967
H 0.453 -3.656 1.649
H -0.919 -1.645 1.534
H 1.582 -0.501 -1.686
H 3.132 -2.263 -1.065
H -2.468 -0.220 0.274
H -3.616 1.822 -0.549
H -0.128 3.888 -0.920
H 1.240 1.676 -0.507
H -3.554 4.074 -0.600
H -2.946 3.799 -2.202
H -2.219 5.037 -1.272
C -1.185 -6.380 -2.513
N -1.723 -5.036 -2.853
C -1.779 -4.061 -1.939
C -2.289 -2.846 -2.170
C -2.831 -2.472 -3.375
C -2.785 -3.450 -4.386
C -2.271 -4.733 -4.083
C -3.336 -1.086 -3.602
C -4.308 -0.533 -2.682
C -4.825 0.695 -2.960
N -4.436 1.425 -4.028
C -3.537 0.949 -4.903
C -3.012 -0.307 -4.732
C -5.013 2.756 -4.345
H -1.220 -6.547 -1.437
H -0.183 -6.493 -2.926
H -1.803 -7.157 -2.963
H -1.456 -4.267 -0.930
H -2.136 -2.101 -1.404
H -3.189 -3.203 -5.357
H -2.208 -5.508 -4.833
H -4.638 -1.209 -1.907
H -5.488 1.170 -2.253
H -3.106 1.560 -5.682
H -2.291 -0.524 -5.505
H -6.085 2.841 -4.165
H -4.617 3.190 -5.263
H -4.582 3.411 -3.588
Cu 0.885 -0.880 -4.225
C -1.579 4.991 -4.826
O -1.690 3.617 -4.472
H -1.379 5.631 -3.966
H -0.733 5.132 -5.498
H -2.383 5.491 -5.366
C -0.571 -7.592 1.562
O -0.306 -6.216 1.247
H 0.364 -8.062 1.867
H -1.201 -7.836 2.418
H -1.033 -8.305 0.878
C 2.091 -3.829 -3.711
O 1.188 -2.948 -3.157
H 2.838 -4.124 -2.973
H 1.591 -4.734 -4.058
H 2.623 -3.471 -4.592
C -7.103 3.356 -1.337
O -5.897 2.939 -0.791
H -7.380 4.176 -0.674
H -7.166 3.716 -2.364
H -7.920 2.688 -1.065
O 1.358 1.201 -3.392
H 1.989 1.890 -3.108
Cl -5.762 -0.552 2.680
C -5.245 1.047 2.272
C -6.237 2.164 2.668
Cl -6.242 2.437 4.378
H -5.044 1.118 1.203
H -4.229 1.068 2.665
H -7.269 1.868 2.482
H -5.978 3.108 2.188
Cl 3.021 -9.774 -3.658
C 2.779 -8.290 -2.717
C 4.007 -7.986 -1.867
Cl 5.272 -7.689 -3.051
H 1.861 -8.368 -2.136
H 2.718 -7.452 -3.412
H 4.424 -8.854 -1.358
H 3.966 -7.095 -1.240
Cl 5.569 -3.041 -0.627
C 6.673 -4.468 -0.995
C 6.928 -5.406 0.180
Cl 5.558 -6.154 0.958
H 7.548 -4.083 -1.519
H 6.231 -5.189 -1.684
H 7.331 -4.778 0.975
H 7.781 -6.069 0.039
Cl 4.676 1.053 -4.816
C 4.560 0.262 -3.245
C 4.968 1.242 -2.203
Cl 5.380 0.332 -0.672
H 5.231 -0.582 -3.086
H 3.538 -0.059 -3.040
H 4.216 2.022 -2.084
H 5.859 1.797 -2.495
Cl -2.816 4.290 3.930
C -3.044 4.929 2.269
C -2.263 6.183 1.989
Cl -2.911 7.168 0.554
H -4.077 5.274 2.290
H -3.032 4.101 1.560
H -1.275 5.810 1.717
H -2.138 6.981 2.722
C -3.405 0.377 7.560
C -3.671 0.401 6.219
C -2.973 -0.414 5.309
C -2.077 -1.382 5.850
C -1.771 -1.347 7.212
C -2.411 -0.425 8.064
C -0.739 -2.314 7.774
O -0.553 -2.312 9.009
C -0.133 -3.385 6.808
C 0.813 -4.278 7.361
C 1.359 -5.186 6.556
C 0.892 -5.403 5.256
C -0.044 -4.546 4.723
C -0.551 -3.495 5.490
C -1.387 -2.397 4.905
O -1.674 -2.360 3.748
H -4.033 0.999 8.180
H -4.524 0.934 5.827
H -3.264 -0.479 4.271
H -2.232 -0.255 9.116
H 1.061 -4.232 8.411
H 2.088 -5.843 7.006
H 1.335 -6.135 4.597
H -0.533 -4.700 3.773
C 3.094 4.248 -5.663
C 3.260 5.256 -6.662
C 2.466 6.416 -6.583
C 1.602 6.657 -5.452
C 1.733 5.828 -4.299
C 2.423 4.621 -4.484
C 1.219 6.298 -2.970
O 1.263 5.556 -1.981
C 0.760 7.739 -2.895
C 0.549 8.380 -1.653
C 0.155 9.692 -1.567
C 0.022 10.426 -2.629
C 0.163 9.854 -3.862
C 0.523 8.554 -4.005
C 0.713 7.856 -5.401
O 0.353 8.506 -6.405
H 3.729 3.374 -5.656
H 3.916 5.026 -7.488
H 2.579 7.126 -7.389
H 2.484 3.943 -3.645
H 0.823 7.806 -0.780
H 0.056 10.179 -0.608
H -0.384 11.422 -2.532
H -0.102 10.418 -4.744
C 0.163 2.531 4.178
C 0.022 2.186 5.477
C 0.676 1.028 5.993
C 1.486 0.244 5.191
C 1.665 0.621 3.793
C 0.994 1.803 3.341
C 2.609 -0.180 2.949
O 2.740 0.128 1.763
C 3.451 -1.267 3.541
C 4.526 -1.852 2.843
C 5.425 -2.743 3.444
C 5.059 -3.251 4.656
C 4.015 -2.674 5.449
C 3.277 -1.600 4.920
C 2.238 -0.933 5.776
O 2.089 -1.192 7.011
H -0.163 3.463 3.739
H -0.508 2.902 6.088
H 0.605 0.850 7.056
H 0.962 1.969 2.274
H 4.797 -1.433 1.885
H 6.288 -3.133 2.924
H 5.632 -3.997 5.186
H 3.709 -3.153 6.368